# C49H60GeN3O6PRbS

A molecular structure, C49H60GeN3O6PRbS at a distorted geometry (the ωB97M-V functional and the def2-TZVPD basis, OMol25).

Calculated values
frontier orbital gap: 2.83 eV
LUMO level: 1.0271 eV
calculated total energy: -5359.3489 hartree
ΔE to the lowest compared entry with this formula, charge and spin: 6.0294 eV
molecular weight: 1008.2 g mol⁻¹
total charge: -1
HOMO: -1.807 eV

Geometry (Å):
Rb1 11.92992 11.79838 15.05980
O1 15.47052 11.76067 11.33837
C1 14.78277 12.14921 12.30230
N1 14.41092 11.45331 13.40553
C2 14.78991 10.12546 13.27630
C3 13.66534 9.31468 12.80604
C4 13.28040 9.31464 11.41102
C5 12.13912 8.55088 11.05312
C6 11.53015 7.78087 12.02443
C7 11.95297 7.91075 13.37415
N2 12.91614 8.71443 13.70541
C8 14.30220 13.52528 12.29632
C9 14.77150 14.43584 11.33625
C10 14.36458 15.75781 11.47751
C11 13.61201 16.15627 12.56451
C12 13.13916 15.13955 13.43559
N3 13.50805 13.86570 13.28993
H1 15.13532 9.72882 14.19961
H2 15.49032 9.91759 12.46906
H3 13.83392 9.94394 10.73928
H4 11.69738 8.63246 10.04745
H5 10.69883 7.10461 11.77477
H6 11.40112 7.50173 14.21736
H7 15.54155 14.19109 10.63027
H8 14.51386 16.47918 10.68038
H9 13.30229 17.20033 12.64223
H10 12.45544 15.32041 14.25186
O2 13.12672 13.63560 16.77049
H11 12.43170 14.00219 17.35964
H12 13.80045 13.31212 17.45382
O3 8.87096 12.10813 7.88436
C13 9.96857 12.33127 8.67394
O4 11.10161 12.16099 8.29007
C14 9.69152 12.67989 10.07311
C15 8.69308 12.07780 10.88016
C16 8.51430 12.43288 12.19909
C17 9.26542 13.53421 12.69243
S1 9.35004 14.00960 14.35491
C18 10.24188 14.17721 11.88822
C19 10.54918 13.67682 10.61553
H13 8.08762 12.55058 8.18992
H14 8.17856 11.15355 10.43712
H15 7.72855 11.92630 12.79274
H16 10.78090 15.00381 12.29980
H17 11.31058 14.13177 9.99215
C20 14.50429 19.19711 22.75923
C21 13.83056 19.40121 21.38419
C22 14.12560 18.21599 20.45746
C23 13.96934 18.47509 18.96494
Ge1 15.24104 19.74140 18.13019
C24 16.95410 18.67006 18.09555
C25 17.25737 17.91900 16.83079
C26 18.17593 16.70155 17.13341
C27 18.73690 16.01676 15.85740
H18 15.57611 19.44499 22.64596
H19 14.50934 18.21420 23.17164
H20 14.09235 19.91101 23.46489
H21 14.15232 20.30981 20.90633
H22 12.72589 19.46625 21.32697
H23 13.41687 17.40822 20.80511
H24 15.06752 17.74615 20.65625
H25 12.91125 18.72733 18.75985
H26 14.18527 17.50689 18.40182
H27 15.76934 20.64197 19.31178
H28 16.86675 17.94778 18.91189
H29 17.71828 19.48052 18.33405
H30 17.75222 18.56533 16.11689
H31 16.38902 17.59498 16.28793
H32 17.58088 15.96312 17.69969
H33 18.98497 16.94198 17.82898
H34 18.06280 16.00435 15.00317
H35 18.88770 14.94772 16.03113
H36 19.65113 16.46883 15.50247
C28 8.07008 13.97448 17.15593
C29 7.67049 12.81840 16.20984
C30 6.37414 12.94353 15.47330
C31 7.81672 11.46736 16.94064
O5 8.70228 12.72784 15.15130
H37 7.44120 13.88329 18.07853
H38 7.82605 14.92014 16.69325
H39 9.09154 13.94127 17.47979
H40 5.52040 12.80123 16.16993
H41 6.29279 12.08285 14.79224
H42 6.24186 13.89526 14.91026
H43 7.01586 11.30277 17.70967
H44 8.84967 11.41355 17.42232
H45 7.67446 10.72481 16.13487
O6 14.89247 12.71132 18.64985
P1 14.91644 11.69787 19.76886
C32 13.46351 10.70371 19.98730
C33 12.54896 10.79426 21.06726
C34 11.37028 10.05753 21.04069
C35 11.03732 9.11774 20.06631
C36 12.01846 8.96752 19.08003
C37 13.21334 9.69892 19.04161
C38 15.30588 12.41041 21.39387
C39 16.48129 12.19022 22.20930
C40 16.60754 12.67778 23.51139
C41 15.78673 13.75563 23.88955
C42 14.70172 13.99437 23.05810
C43 14.35365 13.27316 21.91815
C44 16.23543 10.52924 19.48151
C45 16.33936 9.31176 20.20212
C46 17.39494 8.43614 20.01658
C47 18.28743 8.62552 18.90609
C48 18.23506 9.86388 18.26920
C49 17.21638 10.80753 18.50735
H46 12.79599 11.45083 21.89528
H47 10.71046 10.31268 21.87743
H48 10.06310 8.60033 20.02827
H49 11.84673 8.29441 18.26583
H50 13.95233 9.42498 18.27419
H51 17.24802 11.50776 21.82928
H52 17.39572 12.26927 24.22207
H53 15.90634 14.17562 24.86415
H54 14.03786 14.80385 23.33404
H55 13.44517 13.47364 21.42045
H56 15.43630 9.03230 20.75369
H57 17.52735 7.54149 20.64755
H58 18.92821 7.85014 18.54646
H59 19.05145 10.28280 17.62769
H60 17.19366 11.66489 17.88284